16
Properties=species:S:1:pos:R:3:forces:R:3:lowdin_charge:R:1 method="wB97M-V/def2-TZVPD" total_energy_ha=-971.16469 gap_ev=9.05 relative_energy_kcal_mol=18.73 charge=+1 smiles=C[C@@H]([NH3+])CSS
N 0.5059 0.8653 -0.8827 -0.6 0.1 1.1 0.190
C 0.6133 0.0880 0.4738 -1.6 -0.2 -0.9 -0.349
C 1.7352 -0.9413 0.3618 0.4 1.0 0.3 -0.021
C -0.7106 -0.6690 0.6360 -0.3 0.1 0.3 -0.530
S -2.1732 0.3968 0.9689 0.8 -0.7 1.2 0.498
S -2.7078 0.7921 -0.9730 -0.9 0.4 -0.4 0.386
H 0.8682 1.8178 -0.8527 0.8 -0.2 0.0 0.172
H 0.9285 0.3000 -1.6160 -0.2 0.3 -0.3 0.160
H -0.5016 1.0579 -1.0337 0.0 -0.3 -0.5 0.010
H 0.5619 0.8977 1.2095 0.9 -0.4 0.1 0.144
H 2.3235 -0.6130 -0.4893 0.6 -0.5 0.1 0.084
H 2.3631 -0.9898 1.2456 0.1 0.3 0.0 0.100
H 1.3687 -1.9531 0.2289 -0.3 0.0 -0.4 0.095
H -0.9848 -1.2974 -0.2065 0.3 -0.1 -0.4 0.080
H -0.5181 -1.3942 1.4383 -0.6 0.4 0.2 0.104
H -3.6724 1.6423 -0.5089 0.5 -0.2 -0.5 -0.124

13
Properties=species:S:1:pos:R:3:forces:R:3:lowdin_charge:R:1 method="wB97M-V/def2-TZVPD" total_energy_ha=-530.14612 gap_ev="9.02 / 7.81" relative_energy_kcal_mol=46.90 charge=0
C 0.5999 -0.9110 -0.0637 -1.3 -1.9 -1.5 -0.318
C -1.6071 -1.4777 -1.2212 0.1 -0.6 -0.1 -0.251
C 0.6445 1.5514 0.3407 0.0 -0.1 -0.1 -0.078
C 0.2449 0.1805 0.8778 0.0 0.4 0.2 -0.170
O -2.3366 -2.2319 -1.7931 1.7 1.0 1.1 0.078
F 0.9966 -2.0679 0.4562 -0.2 0.8 -0.2 0.128
F -2.0193 -0.1967 -0.9978 -0.3 0.4 0.0 -0.010
F 1.3244 -0.6460 -1.1414 -0.3 0.1 0.7 0.132
H 0.5682 2.2904 1.1322 0.0 0.1 0.0 0.080
H -0.0140 1.8472 -0.4708 0.0 0.0 -0.1 0.080
H 1.6654 1.5332 -0.0355 0.0 0.1 0.1 0.079
H -0.8274 0.1642 1.0950 0.2 -0.2 -0.1 0.119
H 0.7604 -0.0357 1.8217 0.0 -0.1 -0.1 0.131

21
Properties=species:S:1:pos:R:3:forces:R:3:lowdin_charge:R:1 method="wB97M-V/def2-TZVPD" total_energy_ha=-813.48778 gap_ev=9.18 relative_energy_kcal_mol=17.79 charge=0 smiles="N#CCC(=O)Cc1cccc(I)c1"
N -2.0818 -2.4519 0.7109 -1.8 0.0 0.1 0.171
O 2.3775 -1.4778 1.5179 -2.0 -0.3 -0.3 0.069
I -2.1137 3.4270 -1.7234 1.5 -0.6 1.0 0.704
C -0.9548 -2.4195 0.5929 0.4 -0.2 0.3 -0.254
C 1.1600 -1.3547 1.3748 2.8 1.6 1.3 -0.328
C 2.0200 2.8575 0.0120 -0.8 -1.7 1.2 -0.074
C 0.9329 3.2919 -0.7526 -0.8 0.9 0.0 -0.146
C 1.8107 1.7369 0.8809 -0.2 0.0 0.2 -0.019
C -0.4753 1.4734 0.1698 -3.1 1.1 -2.1 -0.128
C -0.3693 2.6817 -0.5524 1.6 0.4 -1.6 -0.590
C 0.5760 1.0450 0.9148 2.2 0.4 1.0 -0.268
C 0.4594 -2.3644 0.4655 1.0 0.7 0.2 -0.090
C 0.5294 -0.0538 1.9648 0.0 0.0 0.5 -0.073
H 2.9577 3.4117 -0.0301 -0.2 -0.4 0.0 0.103
H 1.1889 4.1907 -1.4248 -1.2 -1.5 1.0 0.123
H 2.4737 1.2634 1.6619 0.1 1.3 -1.4 0.126
H -1.4869 0.9643 -0.0036 1.6 0.4 1.0 0.121
H 0.6416 -1.9711 -0.5486 0.4 -0.6 0.1 0.151
H 0.9428 -3.3233 0.7143 -0.2 0.3 -0.7 0.145
H -0.4951 -0.1893 2.2311 -0.9 -0.4 0.1 0.094
H 1.0190 0.3751 2.9366 -0.4 -1.4 -1.9 0.163

60
Properties=species:S:1:pos:R:3:forces:R:3:lowdin_charge:R:1 method="wB97M-V/def2-TZVPD" total_energy_ha=-1843.64569 gap_ev=8.12 relative_energy_kcal_mol=0.00 charge=0 smiles="CC(C)CCNC(=O)c1onc(CSc2ccc(F)c(F)c2)c1C(=O)NCCC(C)C"
C -4.3478 -3.1885 1.5085 0.3 0.1 -0.1 -0.081
H -3.8457 -3.9108 2.1487 0.0 -0.1 0.1 0.075
H -4.7503 -2.3977 2.1366 -0.1 0.1 0.1 0.076
H -5.1776 -3.6876 1.0128 -0.1 -0.1 0.0 0.081
C -3.3826 -2.6110 0.4746 -0.2 -0.2 -0.1 -0.435
C -4.0998 -1.5869 -0.4014 0.3 0.0 0.2 -0.067
H -3.4005 -1.0578 -1.0428 0.0 0.1 -0.1 0.056
H -4.6011 -0.8518 0.2233 -0.1 0.1 0.0 0.071
H -4.8476 -2.0750 -1.0231 -0.1 -0.1 -0.1 0.088
C -2.7841 -3.7547 -0.3540 0.2 0.4 0.1 -0.166
C -1.7336 -3.3055 -1.3716 -0.4 -0.2 -0.1 -0.161
N -0.6331 -2.6169 -0.7383 0.1 -0.2 0.1 0.094
C -0.4009 -1.3085 -0.9063 0.1 -0.4 0.1 -0.394
O -1.0470 -0.5932 -1.6584 -0.1 0.2 -0.1 0.054
C 0.7394 -0.7977 -0.1074 0.6 1.1 0.3 -0.080
C 1.1906 0.4636 0.2163 -0.2 -1.0 0.0 0.025
C 2.3494 0.1979 1.0152 -0.6 -0.5 -0.3 -0.287
N 2.5379 -1.0895 1.1332 0.7 0.5 0.7 0.122
O 1.5531 -1.7159 0.4578 -0.8 -0.1 -0.6 0.022
C 3.2704 1.1951 1.5975 0.7 0.2 -0.2 -0.367
H 2.7061 2.0824 1.8881 0.1 -0.2 0.1 0.073
H 3.8411 0.7938 2.4312 -0.1 0.0 0.1 0.093
S 4.4331 1.8201 0.3259 -0.3 0.2 0.2 0.989
C 5.6938 0.5893 0.2121 -0.1 -0.1 0.1 -0.522
C 5.6376 -0.6588 0.8198 0.0 0.1 0.0 -0.088
C 6.6887 -1.5462 0.6682 0.3 0.1 -0.2 0.006
C 7.7928 -1.1995 -0.0875 -0.1 0.0 0.0 -0.213
C 7.8448 0.0470 -0.7024 0.0 -0.1 0.0 -0.209
C 6.8044 0.9394 -0.5545 -0.1 -0.2 0.1 -0.040
H 6.8573 1.9043 -1.0327 0.1 0.1 -0.1 0.117
F 8.9102 0.3935 -1.4438 -0.1 -0.2 0.1 0.089
F 8.8075 -2.0721 -0.2275 -0.1 0.2 -0.1 0.081
H 6.6576 -2.5181 1.1340 0.0 -0.1 0.0 0.124
H 4.7761 -0.9634 1.3906 0.1 0.0 0.0 0.074
C 0.6383 1.8305 -0.0113 -0.1 -0.3 -0.4 -0.433
O 0.9155 2.7390 0.7562 0.2 0.2 0.2 0.048
N -0.1323 1.9607 -1.0961 -0.2 0.1 -0.2 0.095
C -0.8212 3.1927 -1.4022 -0.2 0.3 -0.1 -0.164
C -2.3390 3.0273 -1.3089 0.3 -0.2 0.3 -0.163
H -2.8018 3.9874 -1.5453 -0.1 0.0 -0.1 0.120
H -2.6549 2.3044 -2.0653 -0.1 0.0 -0.1 0.115
C -2.8349 2.5476 0.0601 -0.2 0.2 -0.1 -0.436
C -4.3504 2.3612 0.0095 0.3 -0.1 0.0 -0.087
H -4.7197 1.9739 0.9565 -0.1 0.0 0.1 0.074
H -4.8415 3.3127 -0.1841 -0.1 0.1 0.0 0.080
H -4.6272 1.6648 -0.7789 -0.1 -0.1 -0.1 0.068
C -2.4602 3.5196 1.1761 0.1 -0.3 -0.1 -0.065
H -1.3837 3.5627 1.3158 0.1 0.1 0.1 0.058
H -2.9073 3.2011 2.1154 0.0 0.0 0.1 0.078
H -2.8235 4.5194 0.9466 -0.1 0.2 0.0 0.085
H -2.3754 1.5754 0.2729 0.0 0.0 0.0 0.125
H -0.4621 3.9497 -0.7032 0.0 0.0 -0.1 0.115
H -0.5540 3.4993 -2.4193 0.0 0.1 0.1 0.122
H -0.4466 1.1265 -1.5873 0.2 -0.1 0.2 0.105
H -0.0649 -3.1363 -0.0857 0.0 0.2 0.0 0.152
H -2.1659 -2.6146 -2.0961 0.1 -0.1 0.0 0.118
H -1.3436 -4.1783 -1.9047 0.0 0.1 0.0 0.125
H -2.3291 -4.4815 0.3243 0.0 -0.1 0.0 0.114
H -3.5837 -4.2621 -0.8964 -0.1 -0.1 0.0 0.121
H -2.5711 -2.1024 1.0086 0.0 0.0 0.0 0.131

What did the second record say?
13
Properties=species:S:1:pos:R:3:forces:R:3:lowdin_charge:R:1 method="wB97M-V/def2-TZVPD" total_energy_ha=-530.14612 gap_ev="9.02 / 7.81" relative_energy_kcal_mol=46.90 charge=0
C 0.5999 -0.9110 -0.0637 -1.3 -1.9 -1.5 -0.318
C -1.6071 -1.4777 -1.2212 0.1 -0.6 -0.1 -0.251
C 0.6445 1.5514 0.3407 0.0 -0.1 -0.1 -0.078
C 0.2449 0.1805 0.8778 0.0 0.4 0.2 -0.170
O -2.3366 -2.2319 -1.7931 1.7 1.0 1.1 0.078
F 0.9966 -2.0679 0.4562 -0.2 0.8 -0.2 0.128
F -2.0193 -0.1967 -0.9978 -0.3 0.4 0.0 -0.010
F 1.3244 -0.6460 -1.1414 -0.3 0.1 0.7 0.132
H 0.5682 2.2904 1.1322 0.0 0.1 0.0 0.080
H -0.0140 1.8472 -0.4708 0.0 0.0 -0.1 0.080
H 1.6654 1.5332 -0.0355 0.0 0.1 0.1 0.079
H -0.8274 0.1642 1.0950 0.2 -0.2 -0.1 0.119
H 0.7604 -0.0357 1.8217 0.0 -0.1 -0.1 0.131